[1]
The following is a quantum chemistry calculation of a structure of composition C25H35CoN4O3PTe, from the OMol25 dataset.

Calculated values
charge: 0
maximum force: 0.5 eV/A
E_HOMO (alpha / beta): -6.17 / -4.90 eV
ΔE to the lowest compared entry with this formula, charge and spin: 0.302 eV
2S+1: 2
E: -92807.061 eV
expectation value of S²: 1.17

Atoms and positions in Å:
Co (-0.9289, 0.5013, 0.1854)
C (-1.5413, -1.6227, 2.1669)
C (-1.5123, -2.3840, 0.8442)
N (-1.8683, -1.5210, -0.2820)
C (-3.2916, -1.2614, -0.4622)
C (-3.7549, -0.1118, 0.3994)
C (-5.0109, -0.0494, 0.9736)
C (-5.3477, 1.0567, 1.7436)
C (-4.4037, 2.0604, 1.9210)
C (-3.1663, 1.9332, 1.3196)
C (-2.0678, 2.9652, 1.4411)
N (-0.7475, 2.3479, 1.4828)
C (-0.2874, 1.8795, 2.7861)
C (-0.9148, 0.5378, 3.1532)
N (-0.6831, -0.4434, 2.0968)
N (-2.8522, 0.8665, 0.5666)
H (-1.2591, -2.3034, 2.9802)
H (-2.5573, -1.2807, 2.3775)
H (-2.1772, -3.2557, 0.9221)
H (-0.5018, -2.7524, 0.6621)
H (-1.4556, -1.8783, -1.1343)
H (-3.9137, -2.1461, -0.2693)
H (-3.4438, -0.9713, -1.5061)
H (-5.7130, -0.8610, 0.8330)
H (-6.3207, 1.1272, 2.2105)
H (-4.6233, 2.9267, 2.5318)
H (-2.2593, 3.6157, 2.3049)
H (-2.1061, 3.5867, 0.5424)
H (-0.0542, 2.9451, 1.0472)
H (-0.5070, 2.6014, 3.5863)
H (0.7985, 1.7677, 2.7292)
H (-1.9956, 0.6526, 3.2639)
H (-0.5271, 0.2125, 4.1275)
H (0.2965, -0.7148, 2.0777)
C (3.8193, 1.9350, 2.0099)
C (3.6280, 0.5590, 2.0543)
C (2.7051, -0.0398, 1.2077)
C (1.9472, 0.7255, 0.3125)
C (0.9021, 0.1467, -0.5036)
C (0.2610, 0.9241, -1.5284)
C (0.5716, 2.3007, -1.6061)
C (1.4474, 2.9024, -0.7399)
C (2.1635, 2.1278, 0.2366)
C (3.1021, 2.7035, 1.1064)
H (4.5388, 2.4064, 2.6676)
H (4.2014, -0.0504, 2.7419)
H (2.5740, -1.1169, 1.2234)
H (-0.2358, 0.4226, -2.3483)
H (0.0904, 2.8955, -2.3750)
H (1.6678, 3.9602, -0.8214)
H (3.2772, 3.7720, 1.0474)
C (-0.4918, -3.8483, -4.1730)
C (0.6019, -2.8040, -4.1441)
O (0.4912, -2.0302, -2.9346)
P (1.6705, -2.0552, -1.8527)
O (1.0025, -1.2861, -0.6535)
Te (2.4257, -4.1634, -1.2306)
O (2.7314, -1.1015, -2.5552)
C (4.1293, -1.0519, -2.1890)
C (4.5897, 0.3859, -2.1800)
H (-0.4314, -4.4278, -5.0947)
H (-1.4734, -3.3752, -4.1256)
H (-0.3783, -4.5248, -3.3256)
H (0.5128, -2.1031, -4.9742)
H (1.5867, -3.2758, -4.1855)
H (4.6705, -1.6369, -2.9342)
H (4.2626, -1.5298, -1.2168)
H (4.3865, 0.8563, -3.1423)
H (5.6644, 0.4164, -1.9974)
H (4.0867, 0.9544, -1.3987)

Forces on atoms 1 to 2 (eV/Å):
0.3 0.1 0.0
0.0 -0.1 0.0

Results of the natural (NBO) charge analysis, in e, for atoms 1 through 2:
1 Co 0.738
2 C -0.223

---

[2]
The following is a quantum chemistry calculation of a structure of composition C22H27N7OS, from the OMol25 dataset.

Calculated values
charge: 0
maximum force: 17.9 eV/A
E_HOMO: -7.76 eV
ΔE to the lowest compared entry with this formula, charge and spin: 21.457 eV
E: -46543.855 eV

Atoms and positions in Å:
C (-1.7349, 8.6114, 0.5836)
C (-1.1095, 7.2498, 0.0065)
C (0.2706, 7.2482, -0.5450)
C (0.7843, 6.2207, -1.0302)
C (-0.0624, 5.0631, -1.0798)
C (-1.2552, 5.1051, -0.3738)
C (-1.8817, 6.3108, 0.1991)
H (-2.7453, 6.1690, 0.3180)
H (-1.6670, 4.1338, -0.4868)
N (0.6368, 3.8352, -1.3797)
C (1.9563, 3.2108, -0.8692)
N (1.9850, 2.1477, -1.6912)
N (0.7129, 2.0805, -2.5871)
N (0.2693, 3.0959, -2.3302)
S (2.7094, 3.6542, 0.3286)
C (3.3742, 2.0820, 0.9199)
H (3.7744, 2.0811, 1.7934)
H (4.0255, 1.7768, 0.0694)
C (2.3194, 0.8971, 0.9069)
O (1.2617, 1.3799, 1.6482)
N (2.4913, -0.1554, 0.3421)
C (1.7670, -1.2114, 0.5448)
C (2.2871, -2.5010, -0.0948)
C (1.4701, -3.5760, -0.0508)
C (0.2715, -3.7073, 0.0243)
C (-0.3920, -2.5707, 0.8117)
C (0.1690, -1.3199, 0.8775)
H (0.0954, -0.5023, 1.2903)
H (-1.4283, -2.3760, 1.3249)
N (-0.7176, -4.8413, 0.3477)
C (0.0282, -6.1372, -0.0399)
H (0.9050, -6.1139, 0.3012)
C (-0.8890, -7.2247, 0.7046)
N (-2.4091, -7.1131, 0.1590)
C (-3.1474, -8.1878, 0.7188)
H (-2.4380, -9.2470, 0.4860)
H (-4.0799, -8.2210, 0.1142)
H (-3.1607, -8.1718, 2.0814)
C (-2.8196, -5.8394, 0.4867)
C (-1.8936, -4.6669, -0.1245)
H (-2.5588, -3.8473, 0.1402)
H (-1.9629, -4.8112, -1.0699)
H (-3.9148, -5.7269, 0.1029)
H (-3.0332, -5.5849, 1.5790)
H (-0.4236, -8.0814, 0.3773)
H (-0.9767, -7.1845, 1.7743)
H (-0.1488, -6.3789, -1.0258)
H (1.6807, -4.6297, -0.6282)
H (3.2694, -2.5506, -0.6444)
H (3.4439, -0.1890, -0.0201)
C (2.2453, 6.2987, -1.6369)
H (2.9810, 6.0157, -0.8926)
H (2.4599, 7.1431, -2.0103)
H (2.2053, 5.6102, -2.3364)
H (0.6551, 8.2590, -0.4586)
H (-2.1136, 8.4448, 1.6733)
H (-1.0585, 9.4839, 0.5255)
H (-2.4829, 9.0596, -0.1549)

Forces on atoms 1 to 2 (eV/Å):
0.3 0.5 -0.7
4.4 10.5 0.7

Results of the natural (NBO) charge analysis, in e, for atoms 1 through 2:
1 C -0.659
2 C 0.066

---

[3]
The following is a quantum chemistry calculation of an isolated molecule of C3H6N2O2S, from the OMol25 dataset.

Calculated values
charge: 0
maximum force: 4.8 eV/A
E_HOMO (alpha / beta): -8.94 / -8.93 eV
ΔE to the lowest compared entry with this formula, charge and spin: 6.589 eV
E: -21113.261 eV

Atoms and positions in Å:
C (0.4942, -0.7848, 0.0777)
C (1.4978, 0.3604, -0.1895)
C (-0.8272, -0.4774, -0.5700)
N (0.9309, 1.5489, 0.4485)
N (-2.0095, -0.5598, 0.1482)
O (-2.9787, -0.4362, -0.5463)
O (-1.9768, -0.6923, 1.3658)
S (-0.4442, 2.0088, -0.3141)
H (0.8107, -1.6645, -0.3160)
H (0.5101, -0.8118, 1.1484)
H (2.4463, -0.0143, 0.0915)
H (1.3906, 0.5541, -1.2382)
H (-0.8527, -0.3981, -1.6235)
H (1.0084, 1.3669, 1.5174)

Forces on atoms 1 to 2 (eV/Å):
-1.9 2.7 0.5
-1.9 0.3 -1.1

Results of the natural (NBO) charge analysis, in e, for atoms 1 through 2:
1 C -0.481
2 C -0.210

---

[4]
The following is a quantum chemistry calculation of a cluster of 5 separate species, C45H104BFN4O7P in total, from the OMol25 dataset.

Calculated values
charge: +1
maximum force: 1.4 eV/A
E_HOMO: -11.47 eV
E: -81326.740 eV

Atoms and positions in Å:
C (-9.4707, -1.4324, 0.9788)
O (-8.1869, -1.9434, 0.6638)
C (-7.6532, -2.7047, 1.7146)
C (-6.3041, -3.2508, 1.3149)
C (-5.6388, -4.0278, 2.4742)
C (-4.3624, -3.3541, 2.9866)
C (-3.1158, -3.8711, 2.2681)
C (-1.8141, -3.5550, 2.9960)
C (-1.4211, -2.0661, 3.0729)
C (-0.4957, -1.5343, 1.9801)
C (-1.0623, -1.2661, 0.5581)
C (-2.4527, -0.6237, 0.7102)
C (-2.9593, 0.3162, -0.3720)
C (-3.5980, -0.3385, -1.5921)
F (-3.9615, 1.0796, 0.2649)
C (-1.1447, -2.5975, -0.2189)
N (-0.0118, -2.8249, -1.1993)
B (1.2963, -3.2594, -0.5149)
O (2.0104, -2.3566, 0.1305)
N (1.6957, -4.6617, -0.5409)
C (2.2541, -5.0705, -1.8391)
C (0.6495, -5.5907, -0.0988)
C (0.0920, -1.6885, -2.2153)
O (-1.1345, -1.7207, -2.9240)
C (1.2250, -1.9884, -3.1970)
C (1.0606, -1.2689, -4.5665)
O (2.3369, -0.8706, -5.0309)
C (0.3400, -2.1429, -5.6029)
N (-0.6533, -1.3413, -6.3235)
C (0.0986, -0.3189, -1.4940)
P (1.6250, 0.7101, -1.6956)
O (2.8515, 0.0425, -1.2791)
O (1.6164, 1.3368, -3.1407)
O (1.3316, 1.9478, -0.7164)
N (-0.1333, -0.3063, -0.0505)
H (-9.8071, -0.8637, 0.1192)
H (-9.4187, -0.7887, 1.8586)
H (-10.1761, -2.2475, 1.1540)
H (-8.3154, -3.5450, 1.9586)
H (-7.5509, -2.1011, 2.6279)
H (-6.4463, -3.9101, 0.4598)
H (-5.6505, -2.4408, 0.9906)
H (-5.4072, -5.0266, 2.1083)
H (-6.3479, -4.1583, 3.2900)
H (-4.2380, -3.5705, 4.0474)
H (-4.4577, -2.2765, 2.8554)
H (-3.1148, -3.5253, 1.2334)
H (-3.2097, -4.9575, 2.2108)
H (-1.9319, -3.9092, 4.0203)
H (-0.9804, -4.1322, 2.5863)
H (-0.8685, -1.9465, 4.0042)
H (-2.3195, -1.4668, 3.2022)
H (-0.1172, -0.5670, 2.3157)
H (0.3674, -2.1969, 1.9297)
H (-2.4238, -0.0246, 1.6174)
H (-3.2307, -1.3703, 0.8718)
H (-2.2013, 1.0447, -0.6520)
H (-4.6189, 0.0138, -1.6878)
H (-3.0779, -0.0395, -2.5001)
H (-3.5763, -1.4234, -1.5534)
H (-2.0731, -2.6629, -0.7764)
H (-1.1366, -3.4446, 0.4582)
H (-0.3034, -3.6297, -1.7561)
H (2.8350, -2.7632, 0.4374)
H (2.8661, -4.2589, -2.2271)
H (2.8934, -5.9397, -1.7192)
H (1.4782, -5.2796, -2.5869)
H (0.3902, -5.3863, 0.9397)
H (1.0480, -6.6008, -0.1222)
H (-0.2743, -5.5486, -0.6935)
H (-1.1700, -2.5061, -3.4882)
H (1.1650, -3.0642, -3.4007)
H (2.2122, -1.8009, -2.7788)
H (0.4893, -0.3563, -4.4371)
H (2.7760, -1.6280, -5.4326)
H (1.0516, -2.5091, -6.3403)
H (-0.1169, -3.0258, -5.1317)
H (-1.1460, -1.8921, -7.0140)
H (-1.3240, -0.9554, -5.6702)
H (-0.6828, 0.2589, -1.9950)
H (1.6779, 2.3034, -3.1141)
H (0.3841, 2.1508, -0.6908)
H (0.7649, -0.3576, 0.4190)
C (3.2453, 4.6083, -1.6540)
C (3.6276, 6.0528, -1.3485)
C (3.1806, 6.5114, 0.0384)
C (1.6682, 6.4839, 0.2658)
C (0.8530, 7.3134, -0.7252)
C (1.1740, 8.8044, -0.6801)
H (2.1598, 4.4789, -1.6481)
H (3.6133, 4.3109, -2.6394)
H (3.6687, 3.9231, -0.9173)
H (3.2130, 6.7117, -2.1157)
H (4.7130, 6.1554, -1.4159)
H (3.5603, 7.5205, 0.2162)
H (3.6553, 5.8760, 0.7926)
H (1.4636, 6.8417, 1.2795)
H (1.3144, 5.4481, 0.2386)
H (-0.2083, 7.1767, -0.4981)
H (0.9971, 6.9380, -1.7426)
H (1.0008, 9.2082, 0.3193)
H (0.5392, 9.3523, -1.3778)
H (2.2106, 9.0054, -0.9535)
C (2.1207, -4.0165, 3.5449)
C (2.3203, -4.9003, 4.7708)
C (1.0636, -5.0181, 5.6320)
C (0.5586, -3.6980, 6.2175)
C (1.5734, -2.9446, 7.0758)
C (2.0198, -3.7216, 8.3105)
H (1.8785, -2.9885, 3.8231)
H (3.0267, -3.9874, 2.9351)
H (1.3065, -4.4007, 2.9216)
H (3.1543, -4.5177, 5.3633)
H (2.6132, -5.9018, 4.4465)
H (1.2543, -5.7283, 6.4397)
H (0.2614, -5.4594, 5.0297)
H (-0.3312, -3.9054, 6.8196)
H (0.2244, -3.0422, 5.4064)
H (1.1230, -2.0010, 7.3934)
H (2.4479, -2.6752, 6.4765)
H (1.1651, -3.9742, 8.9408)
H (2.7130, -3.1315, 8.9099)
H (2.5278, -4.6496, 8.0442)
C (5.2720, -1.7962, -3.0955)
C (5.6235, -3.1692, -2.5275)
C (6.8195, -3.1503, -1.5777)
C (8.1354, -2.7090, -2.2193)
C (8.5747, -3.5444, -3.4208)
C (8.8284, -5.0111, -3.0842)
H (6.0812, -1.3841, -3.6985)
H (4.3896, -1.8538, -3.7352)
H (5.0478, -1.0967, -2.2887)
H (5.8006, -3.8799, -3.3403)
H (4.7547, -3.5427, -1.9766)
H (6.9414, -4.1449, -1.1393)
H (6.5978, -2.4781, -0.7423)
H (8.9188, -2.7439, -1.4568)
H (8.0607, -1.6614, -2.5226)
H (9.4916, -3.1094, -3.8246)
H (7.8311, -3.4753, -4.2201)
H (9.5919, -5.1055, -2.3098)
H (9.1752, -5.5570, -3.9619)
H (7.9243, -5.5078, -2.7272)
C (-2.9216, 8.9772, 1.6006)
C (-3.9791, 8.3897, 0.6706)
C (-3.6050, 8.4748, -0.8078)
C (-3.4287, 9.8926, -1.3527)
C (-4.6473, 10.8008, -1.1992)
C (-5.8791, 10.2982, -1.9465)
H (-2.7713, 10.0424, 1.4213)
H (-3.2172, 8.8570, 2.6435)
H (-1.9636, 8.4693, 1.4635)
H (-4.9384, 8.8837, 0.8456)
H (-4.1294, 7.3374, 0.9269)
H (-4.3643, 7.9499, -1.3945)
H (-2.6701, 7.9263, -0.9683)
H (-3.1714, 9.8236, -2.4146)
H (-2.5704, 10.3667, -0.8681)
H (-4.3862, 11.7935, -1.5737)
H (-4.8889, 10.9305, -0.1408)
H (-5.6697, 10.1908, -3.0128)
H (-6.7105, 10.9955, -1.8387)
H (-6.2141, 9.3305, -1.5697)

Forces on atoms 1 to 2 (eV/Å):
0.3 -0.2 -0.2
-0.1 0.1 0.0

Results of the Mulliken charge analysis, in e, for atoms 1 through 2:
1 C -0.769
2 O -0.305

---

[5]
The following is a quantum chemistry calculation of a structure of composition C2H4AgClCuO4S, from the OMol25 dataset.

Calculated values
charge: +2
maximum force: 2.0 eV/A
E_HOMO (alpha / beta): -17.62 / -17.61 eV
ΔE to the lowest compared entry with this formula, charge and spin: 0.987 eV
2S+1: 2
E: -82302.364 eV
expectation value of S²: 0.76

Atoms and positions in Å:
Ag (-4.1356, 1.8960, 0.0261)
Cu (-4.4510, 1.8438, -3.7687)
Cl (-3.0430, 0.3502, -1.7992)
C (0.1078, 0.1883, 0.1579)
C (0.4119, -1.2570, 0.4699)
O (1.7687, -1.4441, 0.6239)
S (2.6022, 0.0046, 0.7947)
O (3.7240, 0.0413, -0.0634)
O (2.7145, 0.2116, 2.2158)
O (1.3375, 0.8512, 0.1911)
H (-0.5605, 0.7016, 0.8551)
H (-0.3931, 0.1681, -0.8230)
H (0.0889, -2.0225, -0.2517)
H (-0.1723, -1.5332, 1.3715)

Forces on atoms 1 to 2 (eV/Å):
0.3 -0.6 -0.6
0.6 -0.7 0.6

Results of the natural (NBO) charge analysis, in e, for atoms 1 through 2:
1 Ag 0.909
2 Cu 0.952